Record 1
Molecular formula: C25H50AsF6O20
Method: DFT, ωB97M-V/def2-TZVPD

Geometry as XYZ:
```
102
Properties=species:S:1:pos:R:3:forces:R:3
As -8.913 -13.641 -25.654 0.52 -0.18 0.53
F -10.667 -13.251 -25.648 -2.26 0.61 -0.09
F -8.558 -11.972 -26.034 0.43 2.93 -0.96
F -7.127 -13.960 -25.733 2.18 -0.29 0.15
F -9.288 -15.282 -25.070 -0.67 -2.55 0.65
F -8.973 -14.103 -27.357 -0.24 -0.63 -2.31
F -8.835 -13.120 -23.903 -0.26 0.71 2.04
C -6.462 -12.222 -22.165 -1.31 0.09 -0.07
O -7.441 -13.187 -21.745 1.60 0.12 1.53
H -5.952 -12.535 -23.076 -0.26 0.22 -0.14
H -7.014 -11.287 -22.257 0.22 0.32 -0.80
H -5.693 -11.948 -21.442 -0.08 -0.84 0.63
H -8.226 -13.089 -22.287 0.13 -0.03 -0.91
C -8.013 -17.407 -27.481 -0.30 1.45 1.25
O -7.480 -16.887 -28.645 0.83 -0.05 -1.91
H -9.016 -17.798 -27.651 0.14 -0.68 0.09
H -7.320 -18.070 -26.963 -0.25 -0.36 -0.18
H -8.132 -16.511 -26.872 -0.35 -0.50 0.93
H -7.508 -15.931 -28.571 0.00 0.09 -0.13
C -10.267 -11.511 -28.838 0.63 -0.37 -0.45
O -11.266 -11.654 -27.887 -1.69 0.43 0.02
H -9.373 -11.927 -28.372 0.44 0.37 -0.71
H -10.496 -12.045 -29.760 -0.14 -0.83 0.03
H -10.176 -10.503 -29.243 0.28 0.48 0.79
H -10.909 -11.986 -27.060 0.24 -0.29 0.23
C -3.977 -12.931 -24.917 -0.11 -0.77 0.55
O -4.962 -12.112 -25.464 0.67 1.12 0.19
H -3.496 -12.601 -23.995 -0.29 0.87 0.33
H -4.460 -13.857 -24.607 0.46 -0.53 -0.41
H -3.127 -13.052 -25.589 -0.13 -0.44 -0.44
H -5.790 -12.598 -25.474 -0.59 -0.40 -0.06
C -8.888 -17.437 -22.658 0.30 1.06 -0.41
O -8.857 -17.681 -24.022 0.32 -2.08 -0.77
H -9.396 -18.233 -22.113 -0.45 0.08 -0.12
H -7.879 -17.392 -22.248 0.31 0.08 0.12
H -9.325 -16.444 -22.548 -0.30 -0.03 0.80
H -9.008 -16.924 -24.593 -0.09 0.76 0.45
C -6.136 -11.625 -28.167 -0.61 -1.12 -0.59
C -5.308 -12.116 -29.351 -0.51 1.77 0.24
C -3.805 -12.285 -29.086 0.17 -0.26 -0.10
O -3.514 -13.437 -29.850 0.60 -1.28 -0.72
C -4.652 -14.144 -30.107 -0.05 3.42 0.35
O -4.732 -15.162 -30.651 0.34 -2.97 -1.09
O -5.702 -13.362 -29.822 -0.82 -2.03 0.72
H -7.208 -11.528 -28.340 0.06 0.62 -0.94
H -5.733 -10.684 -27.793 0.01 -0.40 0.48
H -6.260 -12.477 -27.499 0.94 0.37 0.70
H -5.521 -11.548 -30.257 0.60 1.11 0.18
H -3.466 -12.571 -28.090 -0.70 0.61 0.48
H -3.172 -11.479 -29.456 -0.23 0.14 0.02
C -11.486 -16.202 -27.319 -1.49 -0.22 0.54
C -12.283 -17.474 -27.061 -0.27 0.61 -0.93
C -12.260 -18.558 -28.136 0.73 0.94 1.35
O -12.240 -19.750 -27.305 0.44 0.01 -0.90
C -11.636 -19.412 -26.123 -1.06 -3.66 2.71
O -11.384 -20.252 -25.234 -0.33 2.64 -3.08
O -11.609 -18.118 -26.002 0.69 0.52 1.36
H -10.429 -16.469 -27.349 -0.21 0.61 -0.33
H -11.711 -15.554 -26.472 0.62 0.06 0.20
H -11.913 -15.640 -28.150 0.51 -0.19 -0.51
H -13.327 -17.297 -26.803 -0.05 0.23 0.51
H -11.284 -18.362 -28.581 -0.04 -0.86 -0.84
H -13.122 -18.478 -28.798 0.27 -0.55 0.01
C -12.173 -14.371 -22.561 0.78 1.04 1.54
C -11.792 -13.476 -21.354 -0.43 -0.73 -0.68
C -11.095 -12.203 -21.762 0.95 -1.84 -1.34
O -11.891 -11.226 -21.213 -0.05 3.61 0.79
C -12.888 -11.694 -20.494 -4.10 2.22 3.11
O -13.723 -11.077 -19.729 3.94 -1.73 -3.43
O -13.000 -12.967 -20.695 0.32 -2.39 0.12
H -11.222 -14.605 -23.041 -0.07 -0.47 -0.15
H -12.720 -13.746 -23.267 -0.32 -0.29 0.03
H -12.707 -15.236 -22.169 -0.02 -0.06 -0.55
H -11.152 -13.950 -20.610 -0.52 -0.55 0.11
H -11.028 -12.192 -22.850 -0.32 0.58 -0.03
H -10.058 -12.189 -21.426 -0.11 0.43 0.39
C -10.002 -9.741 -23.551 -0.08 0.89 0.08
C -9.681 -8.620 -24.518 0.57 -0.98 1.95
C -8.333 -8.640 -25.224 0.41 -0.64 1.87
O -8.671 -8.189 -26.514 1.82 0.28 0.78
C -9.946 -8.474 -26.656 -1.34 0.30 -3.12
O -10.431 -8.507 -27.743 -0.80 0.15 -0.41
O -10.593 -8.647 -25.529 -1.54 -0.03 -1.24
H -11.001 -9.522 -23.173 0.16 0.27 0.62
H -9.211 -9.566 -22.822 -0.31 -0.92 0.73
H -10.126 -10.759 -23.919 1.05 0.19 -0.52
H -9.788 -7.685 -23.969 -0.05 0.28 0.09
H -7.892 -9.637 -25.243 -0.11 -0.16 -0.31
H -7.677 -8.005 -24.628 0.33 0.40 -0.74
C -15.331 -12.469 -29.532 0.50 -0.12 0.04
C -14.794 -13.649 -28.731 1.00 1.34 1.29
C -14.248 -13.322 -27.299 1.52 -0.97 -1.00
O -14.828 -14.371 -26.503 -0.64 0.42 0.85
C -15.724 -15.072 -27.187 -0.80 -1.78 0.19
O -16.306 -16.082 -26.785 1.27 2.75 -1.12
O -15.840 -14.532 -28.435 -1.55 -1.46 0.35
H -16.063 -12.930 -30.195 -0.01 0.59 -0.34
H -14.534 -11.935 -30.048 0.16 -0.55 -0.46
H -15.745 -11.637 -28.962 -0.54 -0.54 0.51
H -14.046 -14.223 -29.278 0.08 0.22 -0.25
H -14.347 -12.280 -26.993 -0.88 -0.27 0.48
H -13.188 -13.544 -27.180 0.17 0.41 -0.49
```
Forces are in eV/Å.

For the HOMO-LUMO gap (spin up / spin down), the calculation gives 3.260 / 8.797 eV. Its expectation value of S² is 0.752. The net charge is -2. Its spin multiplicity is 2. Its LUMO energy (spin up / spin down) is 4.0 / 4.0 eV. The HOMO energy (spin up / spin down) comes out at 0.765 / -4.782 eV.

***

Record 2
Molecular formula: C25H50F5InNO4S2
Method: DFT, ωB97M-V/def2-TZVPD

Geometry as XYZ:
```
88
Properties=species:S:1:pos:R:3:forces:R:3
C 0.851 4.211 -0.212 2.84 -1.63 5.48
C 2.175 3.811 -0.902 -0.20 0.40 0.57
C 3.135 3.052 0.017 -0.61 -0.53 0.10
C 3.087 1.542 -0.172 0.28 0.01 -0.05
C 3.979 1.031 -1.294 -0.60 0.38 0.35
C 3.250 1.099 -2.623 0.88 -0.60 -0.28
C 2.387 -0.138 -2.920 -0.30 0.40 -0.44
C 0.918 0.214 -3.211 0.15 -0.30 1.14
In -0.477 0.000 -1.464 0.10 0.22 -0.12
C -0.889 -2.146 -0.944 -0.20 0.08 0.31
C -0.049 -2.655 0.232 0.03 1.29 -0.49
C 1.418 -2.362 -0.064 -0.20 -1.25 0.10
C 2.441 -3.094 0.781 -1.04 2.12 -0.27
F 3.494 -2.269 0.947 1.10 0.82 0.32
F 2.924 -4.150 0.162 0.38 -2.00 -0.51
C 2.011 -3.466 2.204 2.22 -0.94 -1.46
F 1.371 -2.547 2.809 -1.95 2.09 1.11
F 3.104 -3.686 2.919 1.56 -0.38 0.99
F 1.365 -4.600 2.212 -1.52 -1.44 -0.17
N -2.259 1.116 -1.930 0.54 -0.85 0.56
C -3.399 0.285 -2.300 -0.65 1.86 -0.28
C -4.645 0.681 -1.451 0.31 -0.99 0.04
C -5.010 -0.422 -0.437 -0.01 1.45 -0.25
C -5.530 0.157 0.872 -0.05 -0.61 -0.03
H 0.901 5.264 0.024 -0.44 0.38 0.27
H 0.009 4.028 -0.867 -0.84 -3.38 7.39
H 0.707 3.630 0.685 0.18 -0.13 0.66
H 2.665 4.726 -1.202 0.15 0.25 -0.52
H 1.899 3.255 -1.786 0.39 -0.08 -0.11
H 4.164 3.384 -0.066 0.23 0.23 -0.21
H 2.829 3.248 1.037 0.04 0.25 0.37
H 2.067 1.234 -0.387 -0.15 -0.02 0.18
H 3.362 1.071 0.761 0.13 -0.23 0.42
H 4.240 0.010 -1.060 0.26 -0.47 -0.14
H 4.900 1.606 -1.328 0.30 0.15 0.05
H 2.690 2.017 -2.720 -0.09 -0.03 -0.07
H 4.028 1.145 -3.376 0.15 0.15 -0.51
H 2.805 -0.607 -3.806 0.21 -0.30 -0.21
H 2.527 -0.855 -2.119 -0.09 -0.21 0.24
H 0.539 -0.338 -4.060 -0.23 -0.20 -0.21
H 0.910 1.256 -3.463 -0.25 0.49 -0.42
H 0.163 0.761 0.053 -0.14 -0.13 -0.13
H -1.927 -2.211 -0.628 -0.39 -0.02 -0.09
H -0.782 -2.834 -1.779 0.07 -0.02 -0.33
H -0.324 -2.054 1.087 -0.21 -0.01 0.50
H -0.242 -3.697 0.462 0.12 -0.39 0.03
H 1.599 -2.684 -1.080 0.27 -0.09 -0.39
H 1.665 -1.313 -0.025 -0.25 0.46 0.21
H -2.056 1.784 -2.653 -0.05 -0.02 -0.32
H -3.677 0.508 -3.331 0.07 -0.33 -0.40
H -3.203 -0.779 -2.224 0.00 -0.34 0.10
H -4.373 1.579 -0.925 0.25 0.40 0.26
H -5.488 0.949 -2.082 -0.33 -0.13 -0.18
H -4.101 -0.967 -0.248 0.27 -0.48 0.11
H -5.749 -1.050 -0.908 -0.15 -0.66 0.07
H -5.355 -0.534 1.687 -0.13 -0.25 0.30
H -6.589 0.360 0.825 -0.40 0.19 0.03
H -5.014 1.066 1.129 0.25 0.44 0.03
C -1.307 6.326 -3.680 0.03 -0.02 0.02
C -0.772 6.096 -2.260 -0.09 -0.19 -0.07
C -0.473 4.598 -2.119 -2.38 2.06 -6.37
S -0.084 4.006 -3.769 -0.75 0.90 0.53
O -1.108 3.084 -4.176 0.00 -0.41 -0.49
O 1.316 3.682 -3.842 0.07 -0.15 -0.49
C -0.366 5.565 -4.608 -0.11 0.38 -0.18
H -1.346 7.386 -3.932 -0.01 0.04 -0.04
H -2.319 5.923 -3.763 0.01 -0.02 -0.02
H 0.146 6.671 -2.120 0.07 0.04 0.00
H -1.483 6.425 -1.503 -0.02 0.02 0.02
H 0.377 4.411 -1.463 0.98 2.75 -6.68
H -1.342 4.043 -1.765 -0.05 -0.25 -0.03
H -0.784 5.378 -5.594 0.06 -0.12 -0.03
H 0.596 6.070 -4.698 0.04 -0.02 -0.01
C 0.371 -5.971 7.211 0.05 0.01 -0.10
C 0.849 -5.068 6.066 -0.05 -0.03 0.06
C 0.301 -5.652 4.758 0.25 0.14 0.27
S -1.215 -6.514 5.192 0.16 0.27 0.12
O -1.030 -7.925 4.958 -0.13 -0.05 -0.06
O -2.347 -5.804 4.660 -0.15 -0.20 -0.11
C -1.112 -6.215 6.955 0.19 0.01 0.31
H 0.538 -5.513 8.185 0.00 -0.01 0.01
H 0.915 -6.918 7.185 -0.03 -0.02 0.02
H 0.458 -4.059 6.210 -0.02 0.00 -0.01
H 1.935 -4.995 6.036 0.01 0.02 -0.03
H 0.075 -4.880 4.035 -0.18 -0.08 -0.10
H 0.985 -6.378 4.324 -0.09 -0.08 -0.04
H -1.510 -7.072 7.494 -0.09 -0.04 -0.13
H -1.703 -5.326 7.173 -0.04 0.00 -0.06
```
Forces are in eV/Å.

For the HOMO-LUMO gap, the calculation gives 6.104 eV. The net charge is -1. Its LUMO energy is 2.2 eV. The HOMO energy comes out at -3.874 eV.

***

Record 3
Molecular formula: C25H50N2O2P2Zr
Method: DFT, ωB97M-V/def2-TZVPD

Geometry as XYZ:
```
82
Properties=species:S:1:pos:R:3:forces:R:3
Zr -0.206 1.176 1.428 0.65 -2.44 0.46
C -0.917 0.050 -0.269 -3.46 0.59 -6.14
O -1.350 -0.420 -1.294 1.59 2.02 4.12
C -0.121 -0.936 0.699 3.73 -6.67 -0.72
O 0.135 -2.052 0.308 -1.10 4.86 2.58
P 2.743 -1.064 -3.366 -2.37 1.33 2.99
C 4.293 -0.869 -2.192 0.75 -0.31 -0.66
H 5.119 -1.282 -2.795 -0.14 0.22 0.34
C 1.727 -2.701 -3.390 1.29 -0.96 -0.50
H 1.654 -2.974 -2.325 0.22 0.13 -0.35
C 1.950 0.554 -4.023 1.41 0.06 -1.03
H 2.419 1.351 -3.415 0.05 -0.53 -0.17
C -3.115 2.004 1.750 -0.27 0.77 -1.66
P -2.245 0.636 2.687 -0.79 1.18 2.27
H -2.212 1.686 4.833 0.13 0.25 0.17
H -2.401 2.812 1.468 0.14 -0.25 0.26
C -3.470 -0.674 3.015 0.41 -0.01 0.50
H -4.388 -0.210 3.383 0.14 0.20 -0.04
C 0.297 -2.579 -3.913 0.28 0.28 -0.32
H 0.237 -2.134 -4.917 -0.01 -0.22 0.27
H -0.328 -1.998 -3.221 0.19 -0.03 -0.22
H -0.139 -3.585 -3.958 0.23 0.13 -0.05
C 2.734 -3.644 -4.069 -0.40 -0.55 -0.22
H 2.279 -4.643 -4.153 0.38 0.20 -0.14
H 3.651 -3.727 -3.443 -0.55 -0.01 -0.48
H 3.016 -3.264 -5.073 -0.19 -0.42 0.50
C 2.569 0.587 -5.455 -0.25 0.34 -0.09
H 3.678 0.565 -5.388 -0.60 0.03 -0.11
H 2.279 1.499 -6.001 0.11 -0.38 0.14
H 2.239 -0.300 -6.036 0.14 0.56 0.22
C 0.435 0.787 -3.944 -0.12 -0.25 -0.08
H 0.219 1.851 -4.147 0.32 -0.41 -0.12
H 0.024 0.588 -2.948 0.20 -0.10 -0.16
H -0.141 0.197 -4.667 0.22 0.12 0.17
C 4.542 0.613 -1.880 -0.23 0.06 -0.42
H 4.557 1.236 -2.784 0.06 -0.08 0.28
H 5.517 0.731 -1.390 -0.15 -0.20 -0.14
H 3.774 0.989 -1.185 0.16 -0.10 -0.35
C 4.155 -1.653 -0.874 -0.37 -0.49 -0.35
H 3.448 -1.129 -0.212 0.05 -0.19 -0.15
H 5.124 -1.709 -0.349 -0.27 0.11 -0.40
H 3.812 -2.695 -1.027 0.16 0.49 0.13
C -4.105 2.588 2.771 -0.21 -0.09 0.87
H -3.624 2.895 3.702 -0.17 0.03 -0.08
H -4.872 1.844 3.028 0.16 0.26 -0.17
H -4.630 3.474 2.386 0.30 -0.27 -0.28
C -3.844 1.655 0.432 0.15 -0.27 -0.12
H -4.703 1.003 0.603 0.04 0.24 -0.01
C -0.242 0.828 4.800 -0.18 -0.06 -0.07
H -3.182 1.169 -0.289 -0.20 0.01 0.02
H -4.210 2.568 -0.056 0.08 -0.09 0.37
C -0.910 3.023 3.740 -0.33 -0.03 -0.27
H 0.632 0.715 4.154 0.08 0.01 -0.02
H 0.090 1.405 5.665 0.02 -0.09 0.06
H -0.538 -0.167 5.143 0.03 0.18 -0.02
C -1.378 1.615 4.129 -0.84 -0.93 0.06
H -0.578 3.515 4.662 0.20 -0.03 -0.23
H -1.682 3.664 3.304 0.24 -0.13 0.06
H -0.008 3.037 3.072 -0.01 0.04 0.13
C -2.820 -1.498 4.126 -0.16 -0.22 0.15
H -1.939 -2.018 3.730 0.02 -0.15 0.14
H -3.524 -2.249 4.477 0.05 -0.15 0.01
H -2.524 -0.893 4.993 -0.21 -0.19 -0.20
C -3.727 -1.429 1.716 0.08 0.05 -0.26
H -4.096 -0.798 0.908 0.01 -0.10 0.17
H -4.489 -2.185 1.886 0.01 -0.19 0.10
H -2.822 -1.924 1.362 0.04 -0.24 0.04
H -1.034 -0.619 2.512 -0.22 1.51 -1.47
H 1.959 -1.033 -2.222 -0.27 1.01 0.96
N 2.734 2.223 0.722 -0.18 0.63 0.35
C 2.926 1.341 1.744 -0.04 -0.35 0.03
C 4.157 1.250 2.387 0.60 0.00 0.39
C 4.424 0.175 3.218 -0.22 0.35 -0.04
C 3.466 -0.848 3.283 -1.11 -0.63 -0.21
C 2.241 -0.695 2.644 0.65 0.06 0.79
N 1.914 0.493 2.027 -0.47 -0.54 -0.99
H 1.830 2.425 0.330 0.10 -0.02 -0.35
H 3.388 2.981 0.615 0.09 0.27 0.01
H 4.886 2.037 2.221 0.03 -0.12 0.02
H 5.350 0.099 3.806 -0.38 0.11 -0.45
H 3.649 -1.761 3.849 0.03 0.19 -0.26
H 1.494 -1.506 2.592 0.46 0.63 0.44
```
Forces are in eV/Å.

For the HOMO-LUMO gap (spin up / spin down), the calculation gives 4.734 / 4.731 eV. The net charge is +4. Its LUMO energy (spin up / spin down) is -15.3 / -15.3 eV. The HOMO energy (spin up / spin down) comes out at -20.079 / -20.079 eV.